Density functional theory data (the ωB97M-V functional and the def2-TZVPD basis) for an isolated molecule of C4H3N3 in a non-equilibrium geometry.

Values from the calculation:
Relative energy (zero: lowest compared OMol25 entry of this formula, charge and spin) (kcal per mole): 31.79
Strongest force on any atom (eV/A): 4.140
Gap between HOMO and LUMO (eV): 9.742
SMILES string: N#Cc1ncc[nH]1

Geometry as ORCA input:
```
! RIJCOSX wB97M-V def2-TZVPD def2/J DEFGRID3
* xyz 0 1
N 2.995 0.266 0.261
C 2.057 -0.404 0.157
C 0.723 -0.747 -0.082
N -0.283 -1.550 0.131
C -1.389 -0.739 0.077
C -1.049 0.576 -0.107
N 0.267 0.662 -0.257
H -2.399 -1.102 0.174
H -1.662 1.450 -0.113
H 0.741 1.589 -0.241
*
```